Density functional theory data (ωB97M-V/def2-TZVPD) for C33H66NNiO7PS2Si4Te as an isolated structure.

```
116
Properties=species:S:1:pos:R:3
Ni -0.719 0.846 -0.053
O -2.634 0.488 -0.186
S -3.014 1.936 -0.570
O -3.938 2.486 0.397
O -3.462 2.001 -1.940
O -1.629 2.583 -0.411
N 1.808 -2.204 -0.161
C 1.292 -2.464 1.096
C 2.069 -3.175 2.017
C 1.635 -3.386 3.314
C 0.386 -2.942 3.721
C -0.422 -2.302 2.795
C 0.020 -2.046 1.501
S -0.120 -3.098 5.435
O 1.112 -3.443 6.140
O -1.126 -4.151 5.450
O -0.640 -1.775 5.765
H 2.809 -2.144 -0.235
H 1.302 -1.575 -0.777
H 3.048 -3.527 1.708
H 2.270 -3.877 4.041
H -1.385 -1.919 3.111
H -0.614 -1.370 0.922
C 4.178 0.270 3.950
C 4.209 -0.083 2.467
C 3.374 0.920 1.657
C 2.144 1.409 2.450
C 1.695 0.306 3.412
C 2.753 0.094 4.502
P 0.822 2.016 1.318
C -0.359 2.978 2.369
C 0.248 3.870 3.479
C 0.031 3.277 4.869
C -1.463 3.173 5.198
C -2.296 2.834 3.950
C -1.469 2.064 2.928
C 1.555 3.305 0.227
C 2.298 4.461 0.924
C 3.224 5.200 -0.055
C 2.596 5.249 -1.445
C 2.474 3.828 -2.030
C 2.410 2.769 -0.924
H 4.513 1.307 4.074
H 4.880 -0.350 4.513
H 3.801 -1.089 2.342
H 5.231 -0.105 2.080
H 3.056 0.455 0.718
H 3.993 1.783 1.391
H 2.438 2.277 3.054
H 1.548 -0.612 2.851
H 0.737 0.522 3.881
H 2.622 -0.908 4.915
H 2.583 0.795 5.324
H -0.850 3.610 1.623
H -0.234 4.854 3.438
H 1.311 4.055 3.317
H 0.547 3.879 5.621
H 0.488 2.286 4.910
H -1.810 4.119 5.626
H -1.609 2.410 5.966
H -2.663 3.746 3.471
H -3.181 2.257 4.223
H -2.117 1.737 2.115
H -1.061 1.164 3.398
H 0.634 3.696 -0.224
H 2.882 4.099 1.776
H 1.564 5.165 1.325
H 4.188 4.685 -0.119
H 3.435 6.204 0.322
H 3.178 5.888 -2.112
H 1.606 5.707 -1.365
H 3.323 3.614 -2.685
H 1.576 3.751 -2.646
H 3.415 2.541 -0.563
H 2.007 1.840 -1.324
C 1.573 -3.134 -4.157
Si -0.095 -2.642 -4.885
C 0.191 -1.413 -6.291
C -0.755 -4.237 -5.670
Si -1.463 -1.657 -3.247
Te 0.118 0.108 -2.459
Si -3.400 -0.806 -4.260
C -3.955 -1.957 -5.668
C -3.029 0.867 -5.022
C -4.844 -0.732 -3.067
Si -2.084 -3.347 -1.740
C -0.602 -4.384 -1.202
C -3.257 -4.504 -2.678
C -3.039 -2.680 -0.267
H 2.249 -3.459 -4.954
H 1.454 -3.961 -3.454
H 2.032 -2.302 -3.624
H 1.031 -1.728 -6.917
H 0.409 -0.419 -5.898
H -0.696 -1.342 -6.925
H -0.033 -4.586 -6.416
H -1.716 -4.116 -6.168
H -0.858 -5.023 -4.921
H -3.123 -2.344 -6.256
H -4.611 -1.404 -6.347
H -4.518 -2.809 -5.281
H -2.200 0.791 -5.730
H -2.767 1.578 -4.238
H -3.907 1.241 -5.558
H -5.074 -1.734 -2.695
H -5.728 -0.359 -3.594
H -4.632 -0.073 -2.229
H -0.465 -5.221 -1.892
H -0.761 -4.792 -0.200
H 0.323 -3.808 -1.175
H -2.799 -4.911 -3.580
H -4.174 -3.986 -2.967
H -3.538 -5.342 -2.032
H -2.739 -1.670 0.010
H -2.914 -3.334 0.600
H -4.103 -2.634 -0.508
```

The net charge is -2. The spin multiplicity is 3. The LUMO energy (spin up / spin down) is 0.13650 / 0.13628 Ha. The calculation puts the energy above the lowest of the compared OMol25 structures with the same formula, charge and spin at 0.0 kcal/mol. The gap between HOMO and LUMO (spin up / spin down) comes out at 6.60 / 6.56 eV.

=====

Density functional theory data (ωB97M-V/def2-TZVPD) for a 12-piece molecular cluster, C33H67Cl22F3O4Si overall in a non-equilibrium geometry.

```
130
Properties=species:S:1:pos:R:3
C 4.737 5.239 0.260
C 3.714 4.226 -0.171
O 3.092 3.645 0.966
C 2.364 2.468 0.623
C 1.072 2.434 1.410
O 0.555 1.127 1.631
Si 0.269 0.189 0.259
C -1.477 -0.493 0.170
C -2.555 0.357 0.835
C -2.668 1.757 0.292
O -3.167 1.790 -1.036
C -4.447 2.358 -1.162
C 1.493 -1.274 0.270
C 2.364 -1.329 -1.009
O 2.696 -0.071 -1.529
C 3.664 -2.136 -0.823
F 4.254 -1.899 0.331
F 3.457 -3.434 -0.964
F 4.535 -1.801 -1.760
H 5.298 5.517 -0.626
H 5.443 4.771 0.932
H 4.293 6.130 0.679
H 4.240 3.478 -0.761
H 2.935 4.710 -0.754
H 2.209 2.479 -0.444
H 2.971 1.612 0.928
H 1.312 2.844 2.386
H 0.342 3.119 0.986
H 0.460 1.052 -0.920
H -1.464 -1.459 0.673
H -1.701 -0.715 -0.868
H -2.448 0.378 1.912
H -3.504 -0.140 0.648
H -3.362 2.297 0.933
H -1.732 2.316 0.323
H -4.549 3.304 -0.633
H -4.645 2.546 -2.207
H -5.208 1.660 -0.823
H 2.069 -1.223 1.184
H 0.882 -2.167 0.264
H 1.807 -1.876 -1.760
H 3.436 0.310 -1.034
Cl 6.848 7.442 -1.504
C 8.575 7.437 -1.061
C 8.955 6.218 -0.259
Cl 8.230 6.233 1.369
H 8.783 8.353 -0.514
H 9.141 7.454 -1.991
H 10.035 6.190 -0.126
H 8.645 5.302 -0.757
Cl -5.886 -0.918 -0.050
C -5.843 -2.382 0.965
C -6.759 -2.269 2.154
Cl -6.178 -1.061 3.332
H -4.812 -2.550 1.270
H -6.155 -3.214 0.336
H -6.806 -3.221 2.673
H -7.768 -1.989 1.857
Cl -8.659 -4.800 1.461
C -8.621 -6.266 2.473
C -9.538 -6.145 3.662
Cl -8.949 -4.937 4.831
H -7.592 -6.439 2.778
H -8.937 -7.097 1.844
H -9.589 -7.099 4.184
H -10.543 -5.860 3.361
Cl 2.153 -4.508 1.900
C 3.930 -4.534 2.062
C 4.401 -5.645 2.963
Cl 3.947 -5.369 4.664
H 4.246 -3.561 2.429
H 4.336 -4.672 1.062
H 5.487 -5.706 2.929
H 3.991 -6.605 2.659
Cl -4.457 2.434 -4.636
C -2.688 2.378 -4.854
C -2.243 1.118 -5.549
Cl -2.470 -0.327 -4.532
H -2.230 2.476 -3.871
H -2.414 3.246 -5.452
H -1.180 1.184 -5.776
H -2.786 0.963 -6.478
Cl -5.549 6.484 -7.753
C -6.829 6.218 -6.541
C -7.159 4.758 -6.374
Cl -7.967 4.081 -7.812
H -7.701 6.792 -6.843
H -6.460 6.619 -5.598
H -7.844 4.630 -5.537
H -6.267 4.168 -6.181
Cl -1.691 0.891 5.033
C 0.034 1.342 5.021
C 0.794 0.710 6.157
Cl 0.324 1.378 7.743
H 0.097 2.427 5.055
H 0.442 1.003 4.069
H 1.859 0.902 6.036
H 0.639 -0.366 6.188
Cl 8.501 0.535 -3.922
C 8.420 -0.960 -2.954
C 7.450 -0.839 -1.807
Cl 8.023 0.301 -0.559
H 9.424 -1.189 -2.604
H 8.096 -1.755 -3.623
H 7.330 -1.807 -1.323
H 6.476 -0.502 -2.143
Cl 11.876 -2.672 1.357
C 11.125 -1.727 2.669
C 10.844 -0.305 2.258
Cl 12.338 0.639 2.030
H 11.784 -1.768 3.533
H 10.190 -2.224 2.923
H 10.268 0.195 3.035
H 10.277 -0.265 1.331
Cl -2.128 -6.693 0.591
C -0.717 -6.719 -0.497
C -0.212 -5.334 -0.805
Cl -1.352 -4.406 -1.816
H -1.000 -7.249 -1.403
H 0.063 -7.287 0.008
H 0.723 -5.397 -1.359
H -0.034 -4.765 0.103
Cl -9.192 0.703 0.461
C -10.262 -0.419 -0.415
C -11.417 -0.885 0.436
Cl -10.892 -1.955 1.761
H -9.660 -1.255 -0.764
H -10.642 0.118 -1.283
H -12.115 -1.457 -0.173
H -11.949 -0.045 0.874
```

The LUMO energy is 0.00040 Ha. As for the SMILES: CCOCCO[Si@H](CCCOC)C[C@@H](O)C(F)(F)F.ClCCCl.ClCCCl.ClCCCl.ClCCCl.ClCCCl.ClCCCl.ClCCCl.ClCCCl.ClCCCl.ClCCCl.ClCCCl. The calculation puts the energy above the lowest of the compared OMol25 structures with the same formula, charge and spin at 2.7 kcal/mol. The gap between HOMO and LUMO comes out at 9.33 eV.

=====

Density functional theory data (ωB97M-V/def2-TZVPD) for a 8-piece molecular cluster, C33H68BN9O12 overall in a non-equilibrium geometry.

```
123
Properties=species:S:1:pos:R:3
C 3.493 -1.231 2.372
C 2.714 0.067 2.534
O 3.186 0.956 3.172
O 1.461 0.159 1.971
C 1.329 1.404 1.243
C 0.263 1.214 0.145
C 0.675 1.693 -1.268
C 1.366 3.014 -1.173
N 2.088 3.867 -0.939
C 1.463 0.657 -2.128
C 2.803 0.466 -1.495
N 3.869 0.399 -1.095
C 1.598 1.254 -3.556
C 2.400 0.400 -4.567
C 3.945 0.550 -4.511
O 4.565 -0.604 -3.943
C 0.622 -0.657 -2.223
B 1.306 -1.930 -1.558
O 1.721 -2.051 -0.240
O 1.482 -3.041 -2.359
H 3.162 -1.812 1.508
H 4.570 -1.014 2.352
H 3.308 -1.802 3.293
H 1.013 2.191 1.937
H 2.317 1.690 0.869
H -0.597 1.834 0.434
H -0.087 0.181 0.168
H -0.264 1.890 -1.808
H 1.987 2.279 -3.552
H 0.576 1.300 -3.934
H 2.132 -0.666 -4.532
H 2.092 0.733 -5.571
H 4.176 1.399 -3.847
H 4.384 0.715 -5.500
H 3.913 -1.114 -3.457
H 0.398 -0.904 -3.261
H -0.356 -0.525 -1.744
H 1.047 -1.815 0.409
H 1.926 -3.701 -1.808
C -1.700 0.794 -4.812
O -1.572 0.511 -3.630
N -2.450 0.103 -5.687
C -2.560 0.495 -7.078
C -3.171 -1.070 -5.222
H -1.199 1.660 -5.263
H -3.605 0.705 -7.317
H -2.201 -0.316 -7.717
H -1.968 1.387 -7.269
H -3.860 -0.784 -4.426
H -2.465 -1.799 -4.821
H -3.727 -1.515 -6.043
C 5.294 -2.131 8.122
O 5.141 -3.047 8.911
N 5.062 -2.202 6.800
C 5.266 -1.070 5.911
C 4.591 -3.456 6.238
H 5.648 -1.136 8.444
H 4.324 -0.821 5.421
H 6.003 -1.335 5.156
H 5.617 -0.203 6.467
H 3.645 -3.734 6.704
H 5.319 -4.244 6.440
H 4.453 -3.351 5.164
C -3.374 4.084 -3.943
O -2.560 3.376 -4.514
N -4.478 3.635 -3.327
C -5.400 4.538 -2.659
C -4.750 2.208 -3.334
H -3.260 5.178 -3.884
H -5.468 4.268 -1.601
H -6.388 4.456 -3.116
H -5.046 5.566 -2.745
H -3.924 1.674 -2.859
H -4.839 1.857 -4.364
H -5.674 2.003 -2.798
C -0.456 -3.527 3.708
O 0.711 -3.580 3.365
N -1.509 -3.793 2.911
C -2.882 -3.710 3.386
C -1.261 -4.175 1.534
H -0.751 -3.248 4.733
H -3.358 -4.690 3.279
H -3.423 -2.980 2.796
H -2.911 -3.412 4.429
H -0.651 -5.080 1.508
H -0.715 -3.380 1.024
H -2.203 -4.356 1.022
C -3.461 8.185 -2.828
O -4.429 7.475 -3.045
N -2.586 8.006 -1.823
C -1.452 8.889 -1.621
C -2.784 6.891 -0.912
H -3.222 9.055 -3.460
H -0.526 8.315 -1.685
H -1.520 9.351 -0.634
H -1.437 9.671 -2.377
H -2.766 5.954 -1.470
H -3.756 6.985 -0.425
H -1.999 6.881 -0.160
C 6.950 -2.731 2.550
O 6.001 -2.112 3.000
N 6.854 -3.885 1.868
C 8.020 -4.576 1.355
C 5.535 -4.453 1.639
H 7.989 -2.381 2.670
H 7.945 -4.663 0.269
H 8.074 -5.576 1.792
H 8.928 -4.031 1.604
H 4.922 -3.743 1.082
H 5.049 -4.649 2.596
H 5.621 -5.380 1.077
C -5.956 -1.799 4.371
O -4.788 -1.846 4.032
N -7.002 -2.072 3.567
C -8.373 -1.997 4.034
C -6.744 -2.452 2.189
H -6.257 -1.522 5.394
H -8.850 -2.974 3.927
H -8.923 -1.263 3.441
H -8.404 -1.701 5.081
H -6.129 -3.354 2.167
H -6.201 -1.652 1.684
H -7.682 -2.639 1.672
```

The LUMO energy is 0.00341 Ha. As for the SMILES: CC(=O)OCC[C@@H](C#N)[C@](C#N)(CCCO)CB(O)O.CN(C)C=O.CN(C)C=O.CN(C)C=O.CN(C)C=O.CN(C)C=O.CN(C)C=O.CN(C)C=O. The gap between HOMO and LUMO comes out at 8.50 eV.

=====

Density functional theory data (ωB97M-V/def2-TZVPD) for a 4-piece molecular cluster, C33H68N4O4S2 overall in a non-equilibrium geometry.

```
111
Properties=species:S:1:pos:R:3
C 1.061 0.100 0.490
C 1.377 1.573 1.090
C 0.253 1.959 2.191
O 0.749 1.898 3.559
C -0.330 1.565 4.440
C -0.250 0.757 5.606
C 1.049 0.053 6.212
C 1.042 -1.543 6.069
C 2.425 -2.160 5.524
S 3.924 -1.351 6.313
C 5.393 -1.625 5.243
S 5.126 -2.423 3.773
N 6.766 -1.242 5.569
C 7.048 -1.272 7.038
C 6.712 0.075 7.830
C 7.181 0.033 4.917
C 7.766 -0.262 3.429
C -1.731 0.721 6.152
O -2.201 0.168 7.152
O -2.676 1.400 5.323
C -1.874 2.056 4.331
O -2.398 2.897 3.581
H 1.492 -0.698 1.174
H -0.058 -0.096 0.391
H 1.495 0.092 -0.563
H 2.422 1.631 1.536
H 1.320 2.371 0.266
H -0.612 1.219 2.044
H -0.119 3.032 2.025
H 1.122 0.289 7.332
H 1.940 0.558 5.689
H 0.193 -1.913 5.392
H 0.828 -2.004 7.102
H 2.398 -3.293 5.724
H 2.414 -2.034 4.389
H 6.377 -2.088 7.490
H 8.127 -1.607 7.180
H 5.600 0.330 7.870
H 7.320 0.983 7.498
H 7.022 -0.110 8.925
H 6.316 0.769 4.760
H 8.021 0.582 5.464
H 6.941 -0.370 2.650
H 8.303 -1.270 3.481
H 8.538 0.525 3.125
C 1.524 -8.344 4.629
C 1.191 -6.942 4.133
N 1.831 -6.601 2.868
C 1.758 -5.179 2.547
C 0.374 -4.577 2.307
C 1.579 -7.508 1.754
C 0.126 -7.744 1.343
H 2.604 -8.495 4.691
H 1.106 -8.493 5.628
H 1.101 -9.117 3.982
H 1.540 -6.242 4.901
H 0.100 -6.832 4.082
H 2.389 -4.971 1.676
H 2.227 -4.624 3.369
H -0.034 -4.873 1.340
H 0.447 -3.484 2.297
H -0.341 -4.847 3.087
H 2.023 -8.479 1.997
H 2.142 -7.170 0.877
H -0.528 -7.927 2.200
H 0.067 -8.626 0.699
H -0.276 -6.906 0.771
C -3.489 1.783 -0.287
C -3.254 2.369 -1.674
N -2.513 1.484 -2.565
C -2.033 2.147 -3.774
C -3.079 2.681 -4.752
C -3.076 0.152 -2.764
C -4.502 0.055 -3.303
H -2.554 1.469 0.183
H -3.948 2.536 0.359
H -4.165 0.925 -0.321
H -2.677 3.290 -1.537
H -4.220 2.666 -2.104
H -1.358 1.473 -4.313
H -1.400 2.988 -3.467
H -3.554 1.877 -5.315
H -2.594 3.335 -5.485
H -3.853 3.269 -4.256
H -3.039 -0.380 -1.807
H -2.413 -0.428 -3.416
H -5.189 0.738 -2.797
H -4.884 -0.957 -3.147
H -4.545 0.249 -4.375
C -5.039 4.016 -7.550
C -4.006 5.017 -8.054
N -3.316 4.588 -9.264
C -2.137 5.391 -9.576
C -2.352 6.867 -9.910
C -4.164 4.255 -10.404
C -5.117 5.331 -10.922
H -4.594 3.027 -7.410
H -5.434 4.345 -6.586
H -5.886 3.924 -8.234
H -3.266 5.140 -7.255
H -4.490 5.994 -8.183
H -1.585 4.920 -10.396
H -1.459 5.337 -8.716
H -2.773 6.998 -10.907
H -1.389 7.387 -9.903
H -2.997 7.369 -9.186
H -4.761 3.375 -10.139
H -3.537 3.910 -11.234
H -5.660 5.833 -10.117
H -5.863 4.875 -11.578
H -4.595 6.085 -11.513
```

The LUMO energy is -0.02960 Ha. As for the SMILES: CCCOC1=C(CCCSC(=S)N(CC)CC)C(=O)OC1=O.CCN(CC)CC.CCN(CC)CC.CCN(CC)CC. The calculation puts the energy above the lowest of the compared OMol25 structures with the same formula, charge and spin at 0.0 kcal/mol. The gap between HOMO and LUMO comes out at 7.34 eV.